# C40H38Cl5Ge2HgN7O2PS2

A molecular structure, C40H38Cl5Ge2HgN7O2PS2 at a distorted geometry (ωB97M-V/def2-TZVPD, the OMol25 dataset).

Values from the calculation:
Orbital gap: 6.807 eV
Molecular weight: 1266.97 g mol⁻¹
Energy relative to the best compared isomer or geometry (same formula, charge and spin): 58.4 kJ/mol
LUMO energy: 1.932 eV
Net charge: -1
Max |F|: 2.46 eV Å⁻¹
Electronic energy: -9826.85932 Ha

Last column: Löwdin charge in e.
CARTESIAN COORDINATES (ANGSTROEM)
Hg (-0.711095, -0.508557, -1.070693)  0.73
C (0.617174, -5.200368, 3.265864)  -0.07
N (0.145344, -4.516100, 2.097564)  -0.16
C (-1.068156, -4.729904, 1.504056)  -0.06
C (-1.258259, -3.701853, 0.587326)  -0.16
N (-0.211014, -2.825628, 0.673118)  -0.02
C (0.626596, -3.323227, 1.595753)  -0.47
P (2.154583, -2.604462, 2.214518)  1.14
C (1.581674, -1.005524, 2.828783)  -0.50
N (1.844100, 0.198079, 2.429018)  0.10
C (1.201681, 1.028487, 3.309498)  -0.14
C (0.551218, 0.295586, 4.295029)  -0.07
N (0.828054, -1.018463, 3.984341)  -0.13
C (0.210761, -2.173784, 4.613293)  -0.05
C (2.947798, -2.127515, 0.693595)  -0.48
N (2.392732, -1.679531, -0.414843)  0.08
C (3.388439, -1.616785, -1.339767)  -0.15
C (4.599070, -2.002660, -0.774608)  -0.08
N (4.307213, -2.319391, 0.498618)  -0.15
C (5.195000, -3.025491, 1.389705)  -0.06
H (0.517454, -6.263193, 3.029454)  0.10
H (1.645615, -4.925522, 3.402397)  0.04
H (0.066296, -4.918810, 4.170435)  0.08
H (-1.685005, -5.572422, 1.765439)  0.11
H (-2.121020, -3.452536, -0.048132)  0.10
H (1.224570, 2.101729, 3.238955)  0.08
H (-0.022179, 0.551417, 5.163848)  0.11
H (-0.488139, -1.873213, 5.388850)  0.09
H (-0.368127, -2.699005, 3.868164)  0.06
H (1.000826, -2.823814, 5.044866)  0.09
H (3.217841, -1.239439, -2.342424)  0.09
H (5.634232, -2.018654, -1.107337)  0.12
H (6.198205, -2.579897, 1.343677)  0.09
H (4.909817, -2.876153, 2.428868)  0.06
H (5.244312, -4.102409, 1.094460)  0.11
Cl (-4.017208, -0.282392, -1.745665)  0.66
C (-3.205449, -1.418601, -2.792876)  -0.72
C (-1.933525, -1.823101, -2.458370)  -0.34
C (-1.286455, -2.696989, -3.308684)  -0.70
Cl (0.339946, -3.213915, -2.814255)  0.61
C (-1.875377, -3.211108, -4.451748)  -0.73
Cl (-1.032053, -4.308320, -5.451948)  0.67
C (-3.153143, -2.730651, -4.813282)  -0.71
Cl (-3.911264, -3.321165, -6.242109)  0.65
C (-3.820148, -1.880049, -3.964566)  -0.72
Cl (-5.426516, -1.410693, -4.355098)  0.66
O (-5.926467, 2.050424, 1.368900)  -0.30
S (-4.634424, 2.305854, 1.936873)  0.59
O (-4.281229, 3.668748, 2.146637)  -0.30
N (-3.459345, 1.510884, 1.132362)  -0.10
C (-2.908475, 0.612564, 1.907601)  -0.78
S (-1.717037, -0.530999, 1.518646)  0.65
C (-3.498068, 0.535971, 3.309573)  -0.22
C (-3.143083, -0.338763, 4.336180)  -0.05
C (-3.875659, -0.328932, 5.511035)  -0.06
C (-4.942879, 0.595551, 5.616000)  -0.08
C (-5.301350, 1.500568, 4.631645)  -0.03
C (-4.536217, 1.433167, 3.455988)  -0.22
H (-2.355753, -1.031713, 4.147350)  0.05
H (-3.615164, -0.955683, 6.311272)  0.08
H (-5.532955, 0.579732, 6.493889)  0.08
H (-6.059930, 2.255405, 4.826055)  0.12
C (1.560304, 3.755180, 0.804436)  -0.26
Ge (2.371986, 2.783300, -0.722826)  0.70
C (3.816889, 1.584692, -0.079647)  -0.26
C (3.110240, 4.171716, -1.975799)  -0.24
Ge (0.545561, 1.575716, -1.772183)  0.72
C (1.226251, 1.080256, -3.557543)  -0.38
C (2.630350, 1.000923, -3.720933)  -0.16
C (3.192526, 0.515426, -4.878727)  -0.11
C (2.364203, 0.183493, -5.928763)  -0.12
C (1.002412, 0.241503, -5.800972)  -0.11
C (0.436109, 0.666706, -4.625240)  -0.13
C (-0.730377, 3.053827, -2.079977)  -0.36
C (-1.762319, 3.332682, -1.155841)  -0.12
C (-2.487657, 4.524277, -1.166831)  -0.08
C (-2.223719, 5.434525, -2.180719)  -0.13
C (-1.217363, 5.239688, -3.098072)  -0.11
C (-0.491752, 4.035736, -3.071148)  -0.13
H (0.849649, 4.542962, 0.542291)  0.01
H (2.399268, 4.134957, 1.441522)  0.02
H (0.994349, 2.993220, 1.367141)  -0.02
H (4.567854, 2.080603, 0.545001)  0.01
H (4.334619, 1.114713, -0.936513)  0.00
H (3.387477, 0.779733, 0.504262)  -0.03
H (3.838636, 4.823559, -1.545548)  -0.01
H (2.259981, 4.772129, -2.341271)  0.00
H (3.619384, 3.707726, -2.855570)  0.01
H (3.267214, 1.342829, -2.910158)  0.05
H (4.258644, 0.448219, -5.020151)  0.10
H (2.832816, -0.172070, -6.840097)  0.10
H (0.418439, -0.054740, -6.678492)  0.11
H (-0.658380, 0.680159, -4.520988)  0.11
H (-1.997606, 2.625657, -0.377157)  0.05
H (-3.278058, 4.717663, -0.482609)  0.09
H (-2.799554, 6.389856, -2.232229)  0.11
H (-1.084486, 5.968903, -3.900952)  0.10
H (0.237727, 3.907491, -3.820789)  0.07

Atoms 1-3, force components in eV/Å:
-0.23 0.09 0.07
-0.23 -0.62 -0.24
-0.64 1.29 -0.40

# C40H39BF4N8Re

A molecular structure, C40H39BF4N8Re at a distorted geometry (ωB97M-V/def2-TZVPD, the OMol25 dataset).

Values from the calculation:
2S+1: 4
Orbital gap (alpha / beta): 6.742 / 6.311 eV
Molecular weight: 904.82 g mol⁻¹
Expectation value of S²: 3.79
LUMO energy (alpha / beta): -6.996 / -7.426 eV
Net charge: +2
Max |F|: 1.17 eV Å⁻¹
Electronic energy: -2487.87105 Ha

Last column: Mulliken spin population.
CARTESIAN COORDINATES (ANGSTROEM)
Re (0.146280, -0.000741, -0.300026)  2.44
C (-0.775648, -0.796200, -3.489683)  0.05
N (0.386414, -0.522876, -2.613830)  -0.08
C (1.362218, -1.627706, -2.782443)  0.07
C (1.008005, 0.734766, -3.075656)  0.09
C (2.196207, 1.085033, -2.199160)  -0.02
N (1.973283, 0.549853, -0.856714)  -0.14
C (3.099544, 0.573641, -0.016588)  0.02
C (3.312633, -0.474262, 0.888817)  0.01
F (2.472651, -1.522388, 0.844226)  0.00
C (4.332776, -0.488200, 1.812061)  0.01
F (4.400408, -1.505947, 2.669414)  0.00
C (5.248870, 0.542705, 1.851451)  -0.01
C (5.112468, 1.553569, 0.921755)  0.00
F (5.968490, 2.568724, 0.923738)  0.00
C (4.080818, 1.571969, -0.003788)  -0.02
F (4.024547, 2.595998, -0.853098)  0.00
H (-0.425353, -1.105178, -4.477426)  0.00
H (-1.380306, -1.592009, -3.076264)  -0.02
H (-1.387704, 0.095016, -3.601341)  0.00
H (1.760054, -1.608361, -3.800752)  0.01
H (2.189140, -1.544489, -2.080738)  -0.02
H (0.864744, -2.577329, -2.627002)  -0.01
H (1.334416, 0.628314, -4.113247)  0.01
H (0.258015, 1.528497, -3.039525)  -0.01
H (3.119993, 0.667682, -2.607064)  0.00
H (2.305154, 2.168467, -2.174582)  -0.02
H (6.055312, 0.562734, 2.571568)  0.00
C (1.177686, 0.359285, 5.021579)  0.00
C (1.063672, 0.903527, 3.644519)  0.03
C (1.579102, 2.091036, 3.131420)  0.00
C (1.176175, 2.155418, 1.800069)  0.03
N (0.511963, 1.009588, 1.515865)  0.21
N (0.406661, 0.285113, 2.653746)  -0.05
B (-0.654439, -0.833409, 2.650517)  -0.04
N (-1.882903, -0.238292, 1.921379)  -0.03
N (-1.836062, 0.165631, 0.619625)  -0.02
C (-3.036682, 0.686450, 0.306136)  0.03
C (-3.868060, 0.575826, 1.423102)  0.00
C (-3.106101, -0.000443, 2.424907)  0.03
C (-3.508524, -0.284857, 3.828113)  0.00
C (-3.372872, 1.313438, -0.974691)  -0.02
C (-2.386663, 1.670797, -1.893442)  -0.02
C (-2.697735, 2.326655, -3.070118)  0.01
C (-4.021109, 2.632540, -3.354967)  0.01
C (-5.017628, 2.271692, -2.459861)  0.00
C (-4.700423, 1.623232, -1.278934)  0.00
N (-0.172422, -2.018671, 1.792018)  0.03
N (-0.350255, -1.985892, 0.439734)  0.10
C (-0.232802, -3.260609, -0.006601)  0.02
C (0.125520, -4.074612, 1.064238)  0.02
C (0.133601, -3.261339, 2.188189)  0.02
C (0.403091, -3.633735, 3.600024)  0.00
C (-0.734044, -3.785481, -1.279044)  0.00
C (-0.056942, -4.808404, -1.945127)  0.00
C (-0.627960, -5.414380, -3.050550)  0.00
C (-1.889884, -5.023614, -3.483383)  0.00
C (-2.581440, -4.030262, -2.805383)  0.00
C (-2.008064, -3.408455, -1.706805)  0.00
C (1.293210, 3.277821, 0.870959)  0.03
C (2.262804, 4.261352, 1.071732)  0.00
C (2.338540, 5.351052, 0.222295)  0.00
C (1.448581, 5.478491, -0.835517)  0.01
C (0.463643, 4.519654, -1.030823)  0.05
C (0.380913, 3.433856, -0.176400)  0.05
H (1.639034, 1.096516, 5.673130)  0.00
H (1.800001, -0.537452, 5.023222)  0.00
H (0.203185, 0.091300, 5.429125)  0.00
H (2.113868, 2.844290, 3.683849)  0.00
H (-0.923474, -1.177305, 3.749707)  0.00
H (-4.890322, 0.897281, 1.508423)  0.00
H (-4.530569, 0.049369, 3.983499)  0.00
H (-2.863260, 0.242529, 4.531456)  0.00
H (-3.453714, -1.350326, 4.052488)  0.00
H (-1.348727, 1.435958, -1.659671)  0.22
H (-1.919701, 2.612225, -3.768100)  0.00
H (-4.271235, 3.151147, -4.270356)  0.00
H (-6.051979, 2.498323, -2.680040)  0.00
H (-5.490738, 1.347182, -0.595683)  0.00
H (0.271520, -5.140721, 1.032326)  0.00
H (0.560951, -4.706037, 3.674148)  0.00
H (-0.424666, -3.354698, 4.252011)  0.00
H (1.298070, -3.126503, 3.965092)  0.00
H (0.922603, -5.113309, -1.595881)  0.00
H (-0.099923, -6.203980, -3.567978)  0.00
H (-2.344994, -5.505598, -4.338161)  0.00
H (-3.575114, -3.747809, -3.128900)  0.00
H (-2.560576, -2.660946, -1.147324)  0.00
H (2.972140, 4.162866, 1.883877)  0.00
H (3.097749, 6.104637, 0.382357)  0.00
H (1.510076, 6.329629, -1.500047)  0.00
H (-0.258070, 4.634859, -1.830033)  0.00
H (-0.447712, 2.735293, -0.275162)  -0.09

Atoms 1-3, force components in eV/Å:
0.58 -0.67 0.21
-0.27 -0.02 -0.10
-0.23 0.19 0.70